This record from the Open Molecules 2025 dataset describes a structure of composition C22H18AsCl6CuF38NaO4 at a distorted geometry. The level of theory is ωB97M-V/def2-TZVPD.

- HOMO-LUMO gap: 7.02 eV
- Largest force on an atom: 5.1 eV Å⁻¹
- Charge: +1

XYZ file:
```
91
C22H18AsCl6CuF38NaO4, DFT ωB97M-V/def2-TZVPD
As -0.023 1.583 -0.402
Cu 0.912 1.310 3.362
Cl 3.151 -3.109 -0.674
Cl -2.253 -1.606 -3.998
Cl 1.950 -2.263 -3.120
Cl -2.357 1.113 -5.115
Cl 0.371 -3.962 -1.086
Cl -4.135 0.220 -2.881
Na -2.123 3.871 1.420
F -1.103 6.735 -0.062
F -1.650 2.169 -0.101
F -0.430 2.027 -2.172
F 8.520 -0.636 -1.599
F 8.676 2.190 -1.943
F -3.242 -2.515 2.498
F -0.584 8.444 -1.266
F -4.982 -2.999 -1.882
F -5.077 4.423 -1.114
F 0.407 1.114 1.273
F 0.826 -1.837 1.549
F -3.171 -4.107 -2.215
F 2.031 -1.384 3.334
F -1.461 -7.041 3.384
F -0.153 -2.495 4.989
F -0.491 -0.752 3.892
F -3.857 5.864 -3.199
F -4.249 -0.200 3.699
F 8.376 -0.428 0.506
F 0.660 6.446 -2.401
F 0.515 3.230 -0.003
F 5.801 0.273 1.972
F -3.205 4.088 -4.090
F -0.724 -0.074 -0.671
F -4.764 0.532 1.836
F -2.512 -0.812 1.314
F 8.568 2.466 0.114
F -0.339 -4.808 4.237
F -5.491 -5.611 -0.901
F -1.025 6.985 -3.683
F 1.226 -6.098 3.568
F -5.927 4.051 -3.129
F 2.999 1.662 2.233
F 4.042 -0.137 0.517
F -3.837 -5.556 0.336
F 1.628 1.099 -0.984
F -1.644 -5.585 1.869
F 4.756 3.031 1.808
O -4.070 -1.965 0.428
O 0.587 -4.461 2.306
O 5.833 1.179 -0.055
O -2.509 4.653 -1.916
C 0.187 -5.453 3.212
C -3.567 -1.478 1.731
C -1.199 4.968 -2.435
C 1.620 -2.628 -1.407
C -4.551 -0.593 2.510
C -1.252 7.320 -1.263
C -0.786 -6.345 2.538
C -4.614 -4.810 -0.364
C -3.552 4.589 -2.916
C 1.666 -3.625 2.816
C -3.204 -2.673 -0.480
C 4.926 0.774 1.011
C 8.744 1.545 -0.793
C -0.200 -2.042 3.754
C -4.817 3.899 -2.343
C -2.563 0.134 -3.617
C -0.731 6.424 -2.430
C -4.023 -3.691 -1.300
C 8.047 0.185 -0.641
C 1.108 -2.194 2.857
C 4.019 1.947 1.360
C 6.484 0.188 -0.842
H 2.501 -3.775 2.132
H -1.088 4.472 -3.399
H 2.100 -3.913 3.773
H -2.401 -3.090 0.129
H -0.375 -7.028 1.795
H -0.474 4.378 -1.874
H -5.319 -4.429 0.375
H -2.306 7.587 -1.340
H 1.234 -1.751 -0.888
H -1.748 0.385 -2.937
H 6.149 0.459 -1.843
H -2.696 -1.987 -1.157
H -0.960 -2.626 3.234
H -4.706 2.817 -2.276
H 3.520 2.374 0.490
H -5.522 -1.076 2.400
H 6.112 -0.813 -0.622
H 9.793 1.256 -0.727
```

---

This record from the Open Molecules 2025 dataset describes a structure of composition C22H18BrF5N5O2PdSSb at a distorted geometry. The level of theory is ωB97M-V/def2-TZVPD.

- HOMO-LUMO gap: 5.02 eV
- Largest force on an atom: 2.6 eV Å⁻¹
- Energy above the lowest of the compared OMol25 structures with the same formula, charge and spin: 1.608 eV
- Charge: +2

XYZ file:
```
56
C22H18BrF5N5O2PdSSb, DFT ωB97M-V/def2-TZVPD
Sb -0.286 -0.173 2.785
Pd -0.609 0.088 -1.171
Br 6.139 -4.128 2.217
S -2.724 0.745 -1.260
F -3.084 5.836 1.665
F -4.634 2.898 -1.654
F -0.772 1.813 0.879
F -1.053 4.108 2.238
F -4.849 5.232 -0.311
O 0.174 -0.912 0.799
O 1.469 -0.264 -0.839
N -0.258 -2.825 -4.424
N -0.580 0.604 -3.281
N -1.043 1.061 -5.977
N -0.524 -2.047 -2.338
N -0.143 -3.812 -3.528
C -1.902 0.757 3.798
C 3.391 -3.472 2.026
C 4.902 -1.958 0.878
C 0.286 -1.786 4.005
C 4.681 -3.089 1.662
C 1.322 1.155 2.996
C 3.824 -1.225 0.426
C 1.390 -0.877 0.219
C 2.319 -2.720 1.591
C -2.724 2.278 -0.430
C -0.299 -3.348 -2.282
C 2.526 -1.600 0.784
C -1.822 2.652 0.553
C -0.728 1.838 -3.761
C -3.874 4.392 -0.022
C -1.929 3.832 1.266
C -0.955 2.057 -5.112
C -2.964 4.708 0.982
C -3.751 3.187 -0.706
C -0.884 -0.160 -5.508
C -0.490 -1.780 -3.660
C -0.657 -0.413 -4.153
H -2.118 1.717 3.338
H 2.142 0.862 2.346
H 1.626 1.074 4.040
H -1.496 0.879 4.803
H -0.338 -2.661 3.839
H 1.326 -2.014 3.803
H -0.644 2.660 -3.064
H 5.910 -1.672 0.617
H 3.243 -4.356 2.629
H -2.781 0.120 3.793
H 0.037 -4.755 -3.842
H -0.239 -3.957 -1.397
H 1.000 2.168 2.771
H 3.979 -0.360 -0.202
H -1.063 3.062 -5.497
H 0.159 -1.421 5.025
H -0.943 -0.984 -6.205
H 1.312 -3.014 1.851
```

---

This record from the Open Molecules 2025 dataset describes a structure of composition C22H18ClN4O4OsS3 at a distorted geometry. The level of theory is ωB97M-V/def2-TZVPD.

- HOMO-LUMO gap (spin up / spin down): 3.19 / 3.18 eV
- Largest force on an atom: 1.7 eV Å⁻¹
- Energy above the lowest of the compared OMol25 structures with the same formula, charge and spin: 8.220 eV
- Charge: +1

XYZ file:
```
53
C22H18ClN4O4OsS3, DFT ωB97M-V/def2-TZVPD
Os -0.942 0.282 -1.854
Cl -0.477 -0.640 5.530
S -3.851 2.880 0.706
S -3.975 0.071 -0.230
S -2.096 -1.072 -3.245
O 0.843 1.094 -1.176
O 0.354 4.001 0.922
O -0.388 3.059 -1.480
O 1.081 5.398 -0.846
N -0.898 -1.622 -1.106
N -1.276 2.907 -0.367
N -2.718 -3.071 -1.562
N -1.890 1.636 -0.609
C 0.702 2.346 -0.783
C -3.376 -4.870 -0.091
C -3.091 1.554 -0.116
C -0.009 2.423 3.026
C 2.519 5.073 0.946
C -0.658 -2.263 0.034
C 4.154 3.666 -0.101
C -0.371 0.315 4.093
C -0.104 2.720 0.555
C -2.469 -3.731 -0.416
C -5.545 0.801 0.316
C 1.890 3.215 -0.617
C -0.090 1.668 4.183
C -0.562 -0.281 2.859
C 1.440 4.436 0.117
C -5.233 1.880 1.331
C -0.216 1.850 1.770
C -1.418 -3.348 0.421
C 3.198 2.884 -0.768
C -1.917 -2.081 -1.850
C 3.815 4.724 0.783
C -0.481 0.482 1.704
H 4.603 5.241 1.311
H 0.060 2.125 5.151
H -3.006 -5.455 0.748
H 0.168 -1.901 0.635
H -0.766 -1.341 2.801
H -1.206 -3.878 1.338
H 0.795 6.210 -0.407
H -4.368 -4.488 0.157
H -3.487 -5.510 -0.964
H 0.195 3.479 3.106
H -4.946 1.455 2.292
H 5.202 3.418 -0.219
H -6.141 0.000 0.751
H -6.080 2.550 1.473
H 2.219 5.894 1.589
H -6.062 1.201 -0.555
H 3.476 1.989 -1.309
H -0.604 -0.018 0.757
```

---

This record from the Open Molecules 2025 dataset describes an isolated molecule of C22H18ClN7O at a distorted geometry. The level of theory is ωB97M-V/def2-TZVPD.

- Structure (SMILES): Cn1cnc(NCc2ccc3ccccc3n2)c1-c1nnc(Nc2ccc(Cl)cc2)o1
- HOMO-LUMO gap: 7.75 eV
- Largest force on an atom: 2.9 eV Å⁻¹
- Energy above the lowest of the compared OMol25 structures with the same formula, charge and spin: 0.000 eV

XYZ file:
```
49
C22H18ClN7O, DFT ωB97M-V/def2-TZVPD
Cl 9.770 0.693 2.562
O 2.706 -1.152 -1.297
N 4.968 -0.936 -0.553
N 1.653 -0.692 0.580
N -2.014 -1.322 -1.661
N -4.751 0.018 1.450
N -1.189 -0.570 0.447
N 2.977 -0.580 0.816
N -0.053 -1.678 -2.631
C -2.450 -0.805 1.212
C 8.331 0.143 1.721
C -4.168 2.491 0.215
C 8.354 -0.984 0.909
C 0.905 -1.775 -3.725
C 6.058 -0.598 0.290
C -0.992 -1.040 -0.817
C -5.711 0.910 1.192
C -8.054 1.493 1.345
C -1.431 -1.693 -2.790
C -3.500 0.308 1.048
C -7.792 2.756 0.812
C 1.503 -1.002 -0.682
C -3.179 1.540 0.476
C -6.511 3.079 0.404
C 6.050 0.543 1.093
C 7.209 -1.375 0.228
C 7.171 0.894 1.815
C -5.453 2.171 0.613
C -7.029 0.556 1.562
C 0.232 -1.247 -1.355
C 3.605 -0.880 -0.298
H -7.211 -0.441 1.993
H 9.281 -1.542 0.873
H 5.189 1.196 1.103
H 0.401 -1.869 -4.724
H -0.324 -0.366 0.971
H -8.614 3.459 0.664
H -1.938 -1.865 -3.741
H 1.529 -2.658 -3.569
H -2.227 -0.934 2.273
H -9.078 1.240 1.623
H 7.176 1.772 2.459
H -2.921 -1.752 0.896
H 7.234 -2.280 -0.426
H 5.198 -1.484 -1.378
H -3.920 3.371 -0.327
H 1.534 -0.857 -3.716
H -6.339 4.028 -0.096
H -2.186 1.718 0.139
```

---

This record from the Open Molecules 2025 dataset describes a structure of composition C22H18CoINOPS4. The level of theory is ωB97M-V/def2-TZVPD.

- Expectation value of S²: 0.85
- HOMO-LUMO gap (spin up / spin down): 6.46 / 6.66 eV
- Largest force on an atom: 0.7 eV Å⁻¹
- Spin multiplicity: 2
- Energy above the lowest of the compared OMol25 structures with the same formula, charge and spin: 0.908 eV
- Charge: -1

XYZ file:
```
49
C22H18CoINOPS4, DFT ωB97M-V/def2-TZVPD
I -3.851 0.567 -1.898
Co -0.209 -0.353 2.009
S -0.156 -0.232 4.226
S -3.408 -3.046 4.366
S -1.832 -1.592 6.369
S -1.858 -1.854 2.060
P -0.444 0.544 -0.332
O -3.771 -3.276 6.970
N 1.374 0.891 2.080
C -1.099 -3.404 -1.285
C 1.046 -3.278 -0.235
C -1.442 -1.312 4.685
C -0.628 3.043 -1.607
C 0.017 -4.041 -0.764
C 3.561 1.263 1.032
C -0.534 1.667 -1.790
C 3.753 1.307 -1.352
C 1.570 0.924 -0.339
C -0.618 2.017 -4.178
C 2.385 1.093 -1.461
C -1.202 -2.021 -1.245
C 4.348 1.387 -0.100
C -3.135 -2.755 6.088
C 2.196 1.043 0.892
C -2.152 -1.978 3.766
C -0.539 1.163 -3.088
C -0.185 -1.238 -0.694
C 0.959 -1.894 -0.218
C -2.408 0.557 -0.236
C -0.721 3.899 -2.696
C -0.712 3.389 -3.986
H -1.909 -3.983 -1.710
H -2.091 -1.553 -1.637
H 0.913 1.772 2.297
H 0.084 -5.122 -0.771
H 5.414 1.551 -0.005
H 4.002 1.337 2.022
H -2.789 -0.208 0.435
H 1.955 0.670 2.884
H -0.620 1.609 -5.181
H 1.928 -3.756 0.171
H -0.622 3.454 -0.603
H -2.616 1.528 0.217
H -0.484 0.092 -3.246
H -0.784 4.055 -4.836
H 1.950 1.033 -2.451
H -0.800 4.967 -2.535
H 1.804 -1.334 0.158
H 4.357 1.406 -2.246
```

---

This record from the Open Molecules 2025 dataset describes an isolated molecule of C22H18FN3O3S at a distorted geometry. The level of theory is ωB97M-V/def2-TZVPD.

- Structure (SMILES): COc1ccc(-c2nc(SC)c3ccn(-c4ccc(CC(=O)O)cc4)c3n2)cc1F
- HOMO-LUMO gap: 8.31 eV
- Largest force on an atom: 5.3 eV Å⁻¹
- Energy above the lowest of the compared OMol25 structures with the same formula, charge and spin: 0.131 eV

XYZ file:
```
48
C22H18FN3O3S, DFT ωB97M-V/def2-TZVPD
S 2.060 -0.841 -5.030
F 2.216 -1.057 3.696
O -4.133 2.655 3.624
O 5.097 -1.804 3.262
O -6.098 3.608 2.975
N 2.143 -1.069 -2.356
N -1.660 0.369 -1.986
N 0.410 -0.401 -0.890
C 1.658 -0.836 -1.119
C 4.179 -1.533 2.265
C 3.838 -1.175 -4.602
C -3.649 1.468 -1.096
C -0.346 -0.102 -1.938
C 2.820 -1.167 2.463
C 2.053 -0.874 1.366
C 3.870 -1.491 -0.115
C -4.543 1.729 -0.078
C 0.098 -0.257 -3.178
C -3.406 0.178 1.358
C -4.419 1.082 1.148
C 1.367 -0.755 -3.368
C -2.565 0.572 -0.936
C -0.990 0.155 -4.133
C -5.180 2.600 3.018
C -2.495 -0.098 0.304
C -5.494 1.370 2.171
C -2.033 0.488 -3.333
C 5.129 -0.837 4.320
C 4.680 -1.719 0.982
C 2.509 -1.096 0.050
H 6.105 -0.851 4.828
H -5.364 2.432 -0.274
H -3.845 2.002 -2.011
H 4.904 0.179 3.931
H -1.720 -0.843 0.437
H -3.349 -0.357 2.334
H -3.029 0.846 -3.746
H 1.012 -0.619 1.540
H 4.247 -1.582 -1.100
H 5.719 -2.085 0.864
H 4.348 -1.096 5.044
H 3.947 -2.228 -4.434
H 4.135 -0.613 -3.706
H 4.512 -0.825 -5.389
H -0.985 0.119 -5.225
H -6.458 1.539 1.735
H -5.598 0.489 2.832
H -5.697 4.328 3.493
```

---

This record from the Open Molecules 2025 dataset describes a structure of composition C22H19AsBrCuN4O8 at a distorted geometry. The level of theory is ωB97M-V/def2-TZVPD.

- HOMO-LUMO gap: 5.74 eV
- Largest force on an atom: 1.9 eV Å⁻¹
- Energy above the lowest of the compared OMol25 structures with the same formula, charge and spin: 1.325 eV
- Charge: -2

XYZ file:
```
56
C22H19AsBrCuN4O8, DFT ωB97M-V/def2-TZVPD
Br -0.511 3.955 -1.783
As 0.759 -1.922 0.396
Cu -0.311 1.309 1.236
O -1.533 -0.009 0.527
O -3.336 -3.484 0.544
O -1.702 -2.489 1.553
O 3.655 2.275 1.122
O -3.593 3.553 1.188
O -1.714 2.560 1.802
O -7.574 -1.174 0.552
O -7.620 0.983 0.702
N -6.997 -0.085 0.684
N 1.565 1.197 1.341
N -2.813 -2.462 1.012
N 0.547 3.991 0.720
C 2.516 -1.279 -0.401
C 0.791 6.079 -0.404
C 1.490 6.579 0.682
C -4.888 -1.262 0.857
C 4.189 -3.061 -0.884
C 0.364 4.760 -0.316
C 1.376 -3.774 0.757
C 1.207 4.470 1.755
C 2.861 -2.231 -2.683
C 1.720 5.758 1.777
C 3.473 -3.120 -3.546
C -2.757 0.000 0.835
C -2.898 2.550 1.334
C -0.153 -2.351 -1.290
C -4.906 1.149 0.964
C -5.606 -0.068 0.809
C -3.508 -1.244 0.927
C -3.541 1.195 1.019
C 4.814 -3.941 -1.745
C 3.193 -2.188 -1.326
C 2.587 1.765 1.216
C 4.459 -3.979 -3.086
H 3.148 -1.059 0.460
H 0.539 -4.355 1.133
H 0.589 6.673 -1.284
H 3.185 -3.133 -4.592
H 4.954 -4.661 -3.767
H 2.154 -3.764 1.520
H 1.868 7.593 0.664
H 5.596 -4.593 -1.373
H -5.413 -2.207 0.874
H 2.118 -1.544 -3.063
H -5.459 2.074 1.056
H 2.297 6.098 2.624
H 4.486 -3.036 0.156
H 2.260 -0.335 -0.879
H -1.095 -2.845 -1.065
H 1.773 -4.252 -0.136
H -0.375 -1.436 -1.837
H 0.446 -3.014 -1.916
H 1.325 3.787 2.581
```

---

This record from the Open Molecules 2025 dataset describes a structure of composition C22H19AuCl3N2OP. The level of theory is ωB97M-V/def2-TZVPD.

- Expectation value of S²: 2.02
- HOMO-LUMO gap (spin up / spin down): 7.95 / 6.45 eV
- Largest force on an atom: 0.6 eV Å⁻¹
- Spin multiplicity: 3
- Energy above the lowest of the compared OMol25 structures with the same formula, charge and spin: 0.000 eV
- Charge: +2

XYZ file:
```
49
C22H19AuCl3N2OP, DFT ωB97M-V/def2-TZVPD
Au 1.359 -1.298 0.586
Cl 2.760 -1.617 6.097
Cl 0.282 -3.150 5.935
Cl 0.193 -0.243 6.059
P -0.171 0.259 -0.324
O 1.470 -3.969 -0.848
N 0.586 -2.905 -0.707
N 1.189 -1.531 2.886
C -2.268 1.119 2.993
C 1.158 -1.585 4.028
C -1.288 -1.850 -1.898
C -1.424 -0.587 -1.285
C -2.576 0.161 -1.516
C -0.227 -2.846 -1.690
C 0.718 1.221 -2.753
C -0.824 2.559 1.084
C -3.427 -1.525 -2.996
C 1.915 1.978 -0.779
C -2.167 2.505 3.075
C 1.593 1.940 -3.550
C -3.575 -0.304 -2.366
C 1.101 -1.650 5.515
C 0.871 1.244 -1.364
C 2.617 2.675 -2.967
C -1.450 3.222 2.127
C -0.921 1.167 1.000
C -2.290 -2.290 -2.761
C 3.448 -1.393 -0.171
C 2.780 2.695 -1.585
C -1.644 0.446 1.960
H 3.578 -0.383 -0.542
H -2.660 3.030 3.882
H 3.580 3.271 -1.141
H -1.731 -0.633 1.895
H -2.699 1.126 -1.040
H -4.191 -1.892 -3.667
H -0.175 -3.670 -2.397
H -2.837 0.570 3.730
H 1.473 1.933 -4.624
H -0.281 3.122 0.336
H 1.546 -4.354 0.034
H 2.047 1.997 0.297
H 3.973 -1.631 0.748
H -0.086 0.657 -3.210
H 3.412 -2.177 -0.914
H -1.387 4.299 2.193
H -2.189 -3.255 -3.241
H -4.457 0.298 -2.534
H 3.292 3.242 -3.594
```